{
  "formula": "C4H8FNO",
  "method": "ωB97M-V/def2-TZVPD",
  "spin_multiplicity": 1,
  "e_lumo_ev": [-0.41, -0.51],
  "symbols": ["C", "C", "C", "C", "N", "O", "F", "H", "H", "H", "H", "H", "H", "H", "H"],
  "coordinates": [[0.041050, -0.608669, 0.640044], [-0.107631, -0.040127, 2.025980], [-0.745977, -0.444675, -1.831298], [-0.606174, 0.177466, -0.460945], [1.465714, 1.062905, -0.810247], [0.631393, -1.654013, 0.451654], [-1.325177, 1.176894, 0.060990], [-1.019201, -0.251768, 2.341828], [0.770043, -0.421350, 2.504238], [0.047555, 0.945001, 2.035810], [0.234343, -0.786587, -2.088359], [-1.418997, -1.275541, -1.755713], [-1.353692, 0.325787, -2.443114], [1.963269, 0.177353, -0.701177], [1.423482, 1.617321, 0.030311]],
  "atomic_forces_ev_per_a": [[-0.21, 0.02, -0.19], [4.10, -2.07, -2.41], [-2.66, 2.63, 0.78], [3.89, -0.08, 0.26], [-2.95, -0.85, -0.61], [-0.27, 0.15, -0.44], [-0.37, -0.29, -1.30], [-3.89, -1.23, 2.12], [-0.13, -0.83, 1.12], [0.15, 4.13, -0.16], [0.26, 0.17, -0.79], [-0.33, -0.79, 0.14], [1.78, -1.20, 0.27], [0.04, 0.35, 0.62], [0.60, -0.10, 0.59]]
}

***

{
  "formula": "C38H32INO2P2PtS",
  "method": "ωB97M-V/def2-TZVPD",
  "spin_multiplicity": 1,
  "e_lumo_ev": [-0.81, -0.84],
  "symbols": ["Pt", "C", "N", "P", "C", "C", "C", "C", "C", "C", "C", "C", "C", "C", "C", "C", "P", "C", "C", "C", "C", "C", "C", "C", "C", "C", "C", "C", "C", "H", "H", "H", "H", "H", "H", "H", "H", "H", "H", "H", "H", "H", "H", "H", "H", "H", "H", "H", "H", "H", "H", "H", "I", "C", "C", "C", "C", "C", "C", "C", "O", "O", "H", "H", "H", "H", "S", "C", "C", "C", "C", "C", "C", "H", "H", "H", "H", "H"],
  "coordinates": [[0.279195, -0.972843, 1.257015], [-3.244886, 1.488094, 0.712941], [-2.087500, 0.621798, 0.919317], [-1.774078, -0.803498, 0.037302], [-3.267759, -1.815088, 0.281255], [-4.411894, -1.722091, -0.508108], [-5.537790, -2.469284, -0.191648], [-5.529513, -3.307581, 0.912819], [-4.393660, -3.401721, 1.707672], [-3.265635, -2.660750, 1.393702], [-1.785614, -0.331682, -1.698644], [-2.037471, -1.301119, -2.672362], [-1.908268, -0.984781, -4.013675], [-1.520647, 0.296262, -4.390629], [-1.252156, 1.255042, -3.426112], [-1.375003, 0.941876, -2.079687], [-0.958423, 0.832612, 2.166985], [-1.842151, 0.543878, 3.713327], [-1.167848, 0.842205, 4.900846], [-1.741900, 0.540232, 6.121430], [-2.990489, -0.072382, 6.168199], [-3.655121, -0.384439, 4.994866], [-3.080190, -0.082095, 3.765641], [-0.568053, 2.606569, 2.200536], [-1.317896, 3.509309, 2.956812], [-1.011596, 4.861407, 2.929119], [0.044621, 5.316986, 2.152487], [0.793367, 4.422593, 1.401523], [0.493387, 3.068380, 1.420927], [-4.059012, 0.918039, 0.263824], [-3.004205, 2.329895, 0.059666], [-3.599077, 1.884667, 1.665095], [-4.421953, -1.071897, -1.374415], [-6.423784, -2.394753, -0.808185], [-6.408885, -3.890651, 1.152221], [-4.383825, -4.055728, 2.569061], [-2.378755, -2.723004, 2.019872], [-2.331837, -2.302801, -2.378982], [-2.104804, -1.736829, -4.765410], [-1.419294, 0.541475, -5.439251], [-0.929570, 2.244179, -3.720510], [-1.121094, 1.671240, -1.324242], [-0.190366, 1.308090, 4.859735], [-1.215311, 0.772401, 7.036859], [-3.438215, -0.313467, 7.123144], [-4.620997, -0.870463, 5.031643], [-3.594250, -0.349819, 2.852235], [-2.134940, 3.156996, 3.571255], [-1.595464, 5.558099, 3.516117], [0.285916, 6.371579, 2.138997], [1.623120, 4.771458, 0.801630], [1.082244, 2.372766, 0.829661], [5.294383, -5.219046, -0.941757], [4.263108, -3.415374, -0.688066], [2.922457, -3.349173, -1.025781], [2.260551, -2.130698, -0.897402], [2.931869, -1.000027, -0.432015], [4.280421, -1.098975, -0.097758], [4.951126, -2.303946, -0.216312], [2.234481, 0.344039, -0.330817], [2.870672, 1.374338, -0.354718], [0.923031, 0.312737, -0.233118], [2.404216, -4.223667, -1.393633], [1.221309, -2.052357, -1.204819], [4.792464, -0.208294, 0.242507], [5.998219, -2.376314, 0.041397], [0.109147, -2.447775, 3.015305], [0.721592, -3.867442, 2.133193], [-0.062084, -4.561740, 1.213661], [0.438839, -5.681796, 0.572337], [1.723506, -6.133225, 0.847404], [2.509469, -5.444927, 1.759234], [2.016848, -4.311348, 2.389318], [-1.066103, -4.219462, 0.996168], [-0.181735, -6.210598, -0.141089], [2.112618, -7.008218, 0.347276], [3.517970, -5.777536, 1.965234], [2.633635, -3.755991, 3.083909]],
  "atomic_forces_ev_per_a": [[0.25, -0.19, 0.44], [-0.02, 0.10, -0.06], [-0.10, 0.00, -0.02], [-0.10, -0.36, 0.10], [0.07, 0.07, 0.08], [-0.03, -0.02, -0.02], [0.00, 0.04, -0.05], [0.05, -0.03, 0.06], [-0.07, -0.01, -0.05], [0.01, 0.04, -0.01], [-0.07, -0.05, -0.02], [0.01, 0.06, 0.01], [0.02, 0.05, 0.00], [-0.03, -0.05, -0.01], [-0.01, -0.03, 0.04], [0.00, -0.02, -0.10], [0.30, -0.03, -0.02], [0.18, 0.02, 0.12], [-0.07, -0.01, -0.04], [-0.06, -0.03, 0.00], [0.05, 0.02, 0.05], [0.02, 0.01, -0.07], [-0.06, -0.03, 0.04], [-0.08, -0.04, -0.01], [0.05, 0.04, -0.07], [-0.03, -0.04, 0.02], [0.01, -0.02, -0.01], [0.02, -0.01, -0.01], [0.03, -0.12, -0.04], [-0.01, 0.00, 0.01], [0.00, -0.03, 0.01], [0.01, -0.02, 0.03], [-0.01, 0.00, 0.00], [-0.01, 0.00, -0.02], [-0.01, -0.01, 0.02], [0.00, -0.02, 0.03], [-0.07, 0.01, -0.03], [0.01, 0.02, -0.01], [-0.01, -0.02, -0.03], [0.01, 0.00, -0.02], [0.01, 0.03, 0.00], [0.01, 0.05, 0.03], [0.02, 0.01, 0.03], [0.01, 0.00, 0.03], [0.00, 0.00, 0.01], [-0.02, -0.01, -0.02], [-0.02, 0.02, -0.04], [-0.05, -0.02, 0.04], [-0.01, 0.00, 0.01], [0.01, 0.02, -0.01], [0.01, 0.00, -0.01], [-0.04, 0.10, 0.06], [-0.04, 0.04, 0.03], [0.05, -0.13, -0.02], [0.03, 0.19, 0.02], [-0.11, -0.02, -0.01], [-0.16, 0.01, 0.03], [-0.05, 0.08, 0.03], [-0.09, 0.05, -0.02], [-0.22, -0.28, 0.04], [0.23, 0.22, -0.10], [0.24, 0.11, -0.20], [-0.02, 0.03, 0.01], [0.09, 0.01, 0.04], [0.01, -0.01, 0.01], [0.01, 0.00, 0.00], [-0.20, 0.23, -0.27], [0.03, 0.06, 0.05], [-0.08, -0.01, -0.05], [-0.01, -0.04, -0.05], [0.00, 0.04, 0.04], [-0.01, 0.00, -0.02], [0.02, -0.01, 0.00], [0.01, -0.01, 0.02], [0.01, 0.00, 0.00], [0.03, -0.06, -0.03], [0.02, -0.02, 0.01], [0.00, -0.01, 0.02]]
}

***

no.,largest force on an atom (Eh/bohr)
1,0.1008
2,0.0104